Here is C24H53IrN11 as an isolated structure from the Open Molecules 2025 dataset. Energies are from ωB97M-V/def2-TZVPD.

Geometry (Å):
Ir  -0.405  0.298  0.102
C  2.374  2.427  3.618
N  1.303  1.775  2.839
C  0.647  2.600  1.837
C  0.920  0.511  3.069
N  0.151  -0.143  2.156
C  -0.393  -1.459  2.520
C  -1.748  -1.659  1.903
N  -1.664  -1.575  0.428
C  -2.980  -1.262  -0.166
C  -2.833  -0.897  -1.616
N  -1.749  0.081  -1.807
C  -1.697  0.793  -2.946
N  -2.447  0.637  -4.033
C  -2.680  1.763  -4.972
C  -3.104  -0.613  -4.470
N  -0.766  1.813  -3.043
C  -0.433  2.508  -1.867
C  0.302  1.661  -4.041
C  -1.004  -2.757  -0.192
C  0.043  -2.382  -1.235
N  1.039  -1.443  -0.663
C  2.305  -1.717  -0.742
N  2.711  -3.012  -1.312
C  3.257  -3.070  -2.651
C  2.608  -4.227  -0.537
N  3.351  -0.972  -0.400
C  3.248  0.431  0.010
C  4.717  -1.529  -0.225
N  1.327  -0.068  4.219
C  1.991  -1.375  4.263
C  1.100  0.579  5.527
H  2.934  3.082  2.953
H  3.051  1.686  4.027
H  1.978  3.036  4.429
H  1.206  3.521  1.709
H  -0.377  2.844  2.116
H  0.622  2.097  0.858
H  -0.503  -1.564  3.596
H  0.289  -2.244  2.185
H  -2.423  -0.875  2.245
H  -2.162  -2.619  2.220
H  -3.411  -0.430  0.384
H  -3.657  -2.115  -0.068
H  -3.789  -0.497  -1.949
H  -2.650  -1.802  -2.193
H  -2.515  2.719  -4.491
H  -3.712  1.709  -5.309
H  -2.043  1.688  -5.853
H  -2.559  -1.491  -4.147
H  -3.111  -0.617  -5.556
H  -4.140  -0.674  -4.142
H  -1.310  2.874  -1.344
H  0.246  3.331  -2.082
H  0.130  1.823  -1.139
H  -0.078  1.191  -4.943
H  1.117  1.039  -3.645
H  0.704  2.636  -4.308
H  -1.752  -3.396  -0.666
H  -0.537  -3.348  0.596
H  -0.435  -1.881  -2.072
H  0.474  -3.304  -1.624
H  3.462  -2.075  -3.036
H  2.529  -3.577  -3.305
H  4.160  -3.692  -2.660
H  2.085  -4.052  0.400
H  3.624  -4.596  -0.327
H  2.114  -5.007  -1.126
H  2.225  0.765  -0.005
H  3.833  1.047  -0.672
H  3.649  0.549  1.017
H  4.928  -2.355  -0.898
H  4.865  -1.865  0.802
H  5.439  -0.746  -0.436
H  2.188  -1.741  3.259
H  1.410  -2.116  4.816
H  2.946  -1.270  4.779
H  0.521  1.490  5.414
H  2.036  0.808  6.037
H  0.540  -0.105  6.166
C  -3.977  4.571  1.137
C  -3.968  3.169  1.783
C  -2.902  2.322  1.245
N  -2.054  1.687  0.802
H  -4.724  5.180  1.643
H  -4.240  4.514  0.081
H  -3.010  5.063  1.244
H  -4.919  2.659  1.618
H  -3.834  3.237  2.864

Its molar mass is 687.98 g mol⁻¹. The energy above the lowest of the compared OMol25 structures with the same formula, charge and spin is 114.30 kJ/mol. As for the lowest unoccupied orbital energy (spin up / spin down): -9.84 / -14.17 eV. The charge is +4. As for the spin multiplicity: 6. For the HOMO energy (spin up / spin down), the calculation gives -19.01 / -19.16 eV. The expectation value of S² is 8.77. The orbital gap (spin up / spin down) comes out at 9.2 / 5.0 eV. The value obtained for the total energy is -1651.3111 Eh. The value obtained for the maximum force is 0.018 Eh/bohr.